Computed, not measured: a cluster of 2 separate species, C4H7NO2 in total, with ωB97M-V/def2-TZVPD.

Cartesian coordinates (Å):
H (-1.950, 1.289, -0.567)
H (-2.094, -1.231, -0.581)
H (-0.498, -0.205, -2.060)
H (2.439, -0.892, 0.472)
O (2.231, 0.054, 0.368)
C (0.852, 0.123, 0.457)
N (-1.166, 0.711, -0.293)
C (0.083, -1.137, 0.038)
H (-0.074, 0.415, -2.244)
H (0.225, 2.286, -0.090)
H (0.545, 0.261, 1.522)
C (-1.200, -0.662, -0.390)
O (0.564, -2.257, 0.145)
C (0.048, 1.224, -0.163)

Output
calculated total energy	-361.729116	hartree
energy above the lowest of the compared OMol25 structures with the same formula, charge and spin	4.129	eV
gap between HOMO and LUMO (alpha / beta)	8.1 / 8.1	eV
spin multiplicity	1

Atomic partial charges in e from the Löwdin method, atoms 1 to 2: 0.17, 0.12